Entry 1:
ORCA calculation (ωB97M-V with the def2-TZVPD basis set) on C44H60AsIIrN5Sb2Si2 as an isolated structure.

As for the relative energy (zero: lowest compared OMol25 entry of this formula, charge and spin): 3.1034 eV. As for the HOMO-LUMO gap (spin up / spin down): 5.4 / 5.4 eV. Its maximum force is 0.0232 hartree/bohr. As for the energy: -5683.08553 a.u. For the HOMO energy (spin up / spin down), the calculation gives -12.4 / -12.4 eV. As for the charge: +2.

Cartesian coordinates (Å):
Ir -1.273 -0.747 0.270
C 1.593 3.177 1.721
C 2.973 2.557 1.530
C 2.995 1.044 1.296
Sb 2.331 0.477 -0.678
C 4.025 1.412 -1.569
C 5.330 1.014 -1.283
C 6.406 1.785 -1.702
C 6.187 2.960 -2.412
C 4.894 3.347 -2.725
C 3.816 2.576 -2.304
C 2.875 -1.592 -0.651
C 3.998 -2.136 -0.025
C 4.253 -3.500 -0.089
C 3.386 -4.341 -0.775
C 2.262 -3.817 -1.398
C 2.010 -2.450 -1.335
Sb -0.055 3.528 0.311
C 0.467 5.527 -0.173
C -0.506 6.336 -0.762
C -0.215 7.648 -1.105
C 1.050 8.166 -0.858
C 2.025 7.366 -0.280
C 1.735 6.050 0.062
C 0.092 2.834 -1.718
C 0.519 3.654 -2.760
C 0.466 3.204 -4.077
C -0.011 1.934 -4.368
C -0.447 1.113 -3.336
C -0.395 1.577 -2.032
H 1.689 4.217 2.038
H 1.081 2.650 2.532
H 3.516 2.738 2.464
H 3.532 3.081 0.750
H 2.392 0.526 2.051
H 4.024 0.692 1.382
H 5.523 0.095 -0.743
H 7.416 1.472 -1.470
H 7.026 3.569 -2.723
H 4.721 4.251 -3.297
H 2.811 2.885 -2.557
H 4.675 -1.502 0.535
H 5.131 -3.909 0.395
H 3.598 -5.401 -0.841
H 1.599 -4.467 -1.957
H 1.143 -2.042 -1.845
H -1.498 5.943 -0.958
H -0.976 8.268 -1.561
H 1.274 9.193 -1.114
H 3.013 7.765 -0.094
H 2.516 5.440 0.501
H 0.884 4.653 -2.557
H 0.807 3.850 -4.876
H -0.047 1.585 -5.392
H -0.815 0.116 -3.556
H -0.707 0.912 -1.215
C -4.117 -1.523 0.045
N -5.448 -1.258 -0.422
C -5.420 -1.068 -1.878
N -4.554 0.056 -2.240
C -3.215 -0.189 -1.783
N -3.175 -0.378 -0.276
C -3.760 0.886 0.346
N -5.093 1.122 -0.135
C -5.948 -0.024 0.203
C -5.072 1.271 -1.597
H -3.723 -2.419 -0.431
H -4.138 -1.666 1.117
H -6.430 -0.864 -2.227
H -5.058 -1.978 -2.358
H -2.579 0.656 -2.035
H -2.817 -1.098 -2.244
H -3.108 1.725 0.088
H -3.777 0.766 1.423
H -6.957 0.167 -0.155
H -5.978 -0.149 1.287
H -4.450 2.125 -1.868
H -6.086 1.447 -1.948
C -0.290 -6.125 -0.751
Si -1.534 -4.875 -0.195
C -2.698 -4.512 -1.609
C -2.480 -5.434 1.294
As -0.284 -2.853 0.260
Si 0.786 -3.323 2.394
C -0.510 -3.496 3.717
C 1.701 -4.908 2.126
C 1.915 -1.942 2.858
H -0.797 -7.090 -0.837
H 0.550 -6.249 -0.068
H 0.110 -5.866 -1.734
H -2.652 -5.355 -2.304
H -2.428 -3.616 -2.173
H -3.734 -4.424 -1.274
H -3.216 -6.164 0.942
H -3.025 -4.632 1.797
H -1.841 -5.932 2.025
H -1.404 -4.029 3.395
H -0.809 -2.518 4.095
H -0.072 -4.059 4.546
H 1.015 -5.753 2.036
H 2.352 -5.098 2.983
H 2.326 -4.871 1.231
H 1.363 -1.028 3.089
H 2.644 -1.718 2.077
H 2.465 -2.238 3.757
I -3.609 -1.153 5.646
C -2.263 -0.265 4.353
C -1.316 0.655 4.785
C -0.428 1.178 3.861
C -0.513 0.792 2.539
N -1.445 -0.080 2.122
C -2.296 -0.613 3.017
H -1.271 0.954 5.824
H 0.329 1.890 4.160
H 0.154 1.188 1.782
H -3.008 -1.329 2.657

=====

Entry 2:
ORCA calculation (ωB97M-V with the def2-TZVPD basis set) on a 6-piece molecular cluster, C44H60BIN7O3 overall.

As for the relative energy (zero: lowest compared OMol25 entry of this formula, charge and spin): 0.7912 eV. As for the HOMO-LUMO gap: 7.3 eV. Its maximum force is 0.0327 hartree/bohr. As for the energy: -2643.97176 a.u. For the HOMO energy, the calculation gives -10.8 eV. As for the charge: +1.

Cartesian coordinates (Å):
C 3.358 4.384 1.474
C 3.751 2.931 1.844
C 2.609 1.954 1.612
C 3.113 0.503 1.774
C 2.038 -0.502 2.241
C 1.444 -1.349 1.092
C 1.093 -0.552 -0.180
C -0.238 -1.099 -0.762
C -1.420 -0.403 -0.036
C -2.501 -1.458 0.263
C -3.654 -0.868 1.033
C -3.347 -0.274 2.236
C -4.339 0.291 3.014
B -4.015 1.002 4.405
O -4.394 0.366 5.579
O -3.380 2.210 4.459
C -1.964 2.081 4.690
C -5.615 0.207 2.569
N -5.941 -0.388 1.418
C -7.380 -0.417 1.097
C -7.987 0.972 0.905
O -8.408 1.486 2.148
C -7.119 1.945 0.094
N -7.624 3.320 0.271
C -4.966 -0.898 0.648
I -5.462 -1.778 -1.206
H 2.270 4.477 1.524
H 3.711 4.655 0.482
H 3.744 5.098 2.201
H 4.022 2.950 2.899
H 4.624 2.651 1.262
H 1.819 2.114 2.355
H 2.156 2.076 0.625
H 3.552 0.127 0.848
H 3.909 0.525 2.521
H 1.272 -0.033 2.867
H 2.559 -1.213 2.889
H 0.510 -1.788 1.459
H 2.155 -2.151 0.897
H 1.885 -0.564 -0.926
H 0.876 0.477 0.105
H -0.257 -0.860 -1.827
H -0.290 -2.183 -0.651
H -1.052 0.058 0.878
H -1.804 0.345 -0.731
H -2.786 -1.950 -0.661
H -2.043 -2.231 0.892
H -2.317 -0.252 2.561
H -3.692 -0.260 5.810
H -1.522 3.071 4.740
H -1.749 1.555 5.624
H -1.513 1.535 3.857
H -6.419 0.613 3.169
H -7.878 -0.829 1.976
H -7.637 -1.067 0.272
H -8.892 0.799 0.309
H -9.083 2.155 1.998
H -6.055 1.861 0.344
H -7.212 1.651 -0.954
H -7.723 3.719 -0.654
H -6.918 3.844 0.771
N -1.675 -4.393 2.157
C -0.747 -5.123 2.774
C -1.036 -6.231 3.556
C -2.363 -6.600 3.710
C -3.343 -5.852 3.078
C -2.945 -4.766 2.316
H 0.277 -4.797 2.628
H -0.242 -6.789 4.031
H -2.629 -7.458 4.314
H -4.391 -6.105 3.172
H -3.679 -4.153 1.799
N 5.407 -1.231 -0.622
C 5.711 -2.509 -0.846
C 5.891 -3.047 -2.112
C 5.743 -2.213 -3.207
C 5.425 -0.882 -2.995
C 5.270 -0.444 -1.689
H 5.815 -3.126 0.040
H 6.140 -4.092 -2.233
H 5.875 -2.594 -4.211
H 5.301 -0.197 -3.823
H 5.025 0.593 -1.476
N 6.980 3.457 1.652
C 7.861 2.840 0.864
C 8.969 3.464 0.311
C 9.173 4.806 0.588
C 8.267 5.465 1.403
C 7.194 4.747 1.908
H 7.661 1.791 0.672
H 9.653 2.912 -0.319
H 10.025 5.330 0.175
H 8.389 6.512 1.644
H 6.462 5.222 2.552
N -8.554 1.401 -2.998
C -8.704 2.591 -3.583
C -9.898 3.034 -4.130
C -10.998 2.195 -4.072
C -10.862 0.954 -3.470
C -9.625 0.609 -2.951
H -7.816 3.214 -3.610
H -9.962 4.010 -4.591
H -11.948 2.503 -4.489
H -11.696 0.269 -3.405
H -9.475 -0.352 -2.469
N 8.919 -2.125 -5.283
C 9.222 -3.404 -5.508
C 9.400 -3.944 -6.772
C 9.250 -3.111 -7.869
C 8.934 -1.779 -7.657
C 8.782 -1.340 -6.351
H 9.327 -4.020 -4.621
H 9.648 -4.990 -6.893
H 9.379 -3.494 -8.873
H 8.808 -1.095 -8.485
H 8.537 -0.304 -6.139

=====

- Number 1 is which compound?
  C44H60AsIIrN5Sb2Si2

=====

- Number 1 is which compound?
  C44H60AsIIrN5Sb2Si2

=====

- Look up the charge of the second one.
  +1

=====

- What is the formula in the first record?
  C44H60AsIIrN5Sb2Si2